Record 1
The following is a quantum chemistry calculation of a single C2H6F2Si molecule, from the OMol25 dataset.

For the total energy, the calculation gives -568.919845 Eh. Its spin multiplicity is 3. The calculation puts the LUMO energy (alpha / beta) at 1.3 / -3.3 eV. Its HOMO-LUMO gap (alpha / beta) is 5.6 / 9.4 eV. Its energy relative to the best compared isomer or geometry (same formula, charge and spin) is 0.0 kcal/mol.

XYZ file:
```
11
Properties=species:S:1:pos:R:3:forces:R:3
C -0.362627 -1.771637 1.202013 2.8497 -2.8865 5.3193
C -1.075575 1.627020 0.617112 0.6116 1.3127 0.8107
F -2.841959 -0.434210 0.154160 -1.3817 -0.0789 0.0551
F -0.812382 -0.133755 -1.608527 -0.7567 0.6192 -0.3868
Si -1.328075 -0.074045 -0.058211 1.4546 1.0185 -2.3975
H 0.295153 -1.468110 2.091934 -1.2402 0.2765 -0.8922
H -1.159557 -2.433828 1.475697 -1.2094 0.2244 0.1444
H 0.299806 -2.313359 0.593952 0.6994 0.0365 -1.9762
H -1.963336 1.956426 1.166664 0.1793 -0.0366 0.1932
H -0.120915 1.898373 1.161846 -1.2017 -0.7251 -0.5119
H -1.044084 2.205842 -0.301836 -0.0050 0.2394 -0.3580
```
Positions in Å, forces in eV/Å.



Record 2
The following is a quantum chemistry calculation of a molecular structure, C2H6FGdO2, from the OMol25 dataset.

For the total energy, the calculation gives -1095.093896 Eh. Its spin multiplicity is 8. The calculation puts the LUMO energy (alpha / beta) at -10.0 / -14.1 eV. Its HOMO-LUMO gap (alpha / beta) is 9.9 / 5.7 eV. Its energy relative to the best compared isomer or geometry (same formula, charge and spin) is 15.3 kcal/mol. The net charge is +2.

XYZ file:
```
12
Properties=species:S:1:pos:R:3:forces:R:3
F 1.195546 0.567039 -2.643594 -2.1552 -1.2896 0.1027
Gd -0.612874 -0.460748 -2.445974 2.4906 1.7136 0.5087
O 0.348815 -1.700767 -0.833725 1.2166 2.6796 0.0235
H -0.001290 -2.529511 -0.493982 0.2288 -0.3616 0.8596
C -0.799468 1.236308 0.960621 -0.2324 0.1639 1.5739
O -0.168763 0.463856 -0.048683 0.1157 -1.2828 -3.1609
C 0.721578 -0.548964 0.269238 -2.0999 -1.6710 1.6050
H 0.019091 1.548121 1.620093 -0.5444 0.5554 -0.0204
H -1.334698 2.048483 0.462669 0.4264 -0.0092 0.2231
H -1.509386 0.625804 1.530986 0.1196 0.0387 -0.1177
H 1.726667 -0.153222 0.453898 0.4323 -0.7791 -1.5865
H 0.414782 -1.096398 1.168453 0.0018 0.2421 -0.0108
```
Positions in Å, forces in eV/Å.



Record 3
The following is a quantum chemistry calculation of a single C2H6FN3O molecule, from the OMol25 dataset.

For the total energy, the calculation gives -419.063534 Eh. The calculation puts the LUMO energy at 1.0 eV. Its HOMO-LUMO gap is 9.1 eV. Its energy relative to the best compared isomer or geometry (same formula, charge and spin) is 12.2 kcal/mol.

XYZ file:
```
13
Properties=species:S:1:pos:R:3:forces:R:3
N -1.765449 -0.919752 -0.269878 0.1444 1.1490 0.8314
N -0.363700 -1.154792 -0.165123 0.4176 0.0843 0.0160
C 0.288145 -0.070134 -0.012494 -0.6004 0.6488 0.2582
C -0.416873 1.249061 0.038414 0.3077 0.2564 0.7781
F 0.435607 2.254201 -0.365196 0.0192 0.3744 -0.1620
N 1.610471 0.009900 0.160130 1.1423 0.9572 0.6191
O 2.491132 -0.953336 -0.266135 -0.6905 -1.5748 -0.1245
H -2.123124 -1.828029 -0.184703 -0.9986 -1.2960 0.0046
H -2.122884 -0.386907 0.562957 0.4271 -0.8342 -0.8591
H -0.835161 1.551661 1.008456 0.3163 -0.3301 0.0666
H -1.249361 1.124074 -0.608762 -0.6199 0.4264 -1.0427
H 2.122729 0.864943 0.242784 -0.5095 0.4195 -0.1632
H 1.928467 -1.740895 -0.140450 0.6443 -0.2810 -0.2226
```
Positions in Å, forces in eV/Å.



Record 4
The following is a quantum chemistry calculation of 2 unconnected molecules or ions with the total composition C2H6FOP, from the OMol25 dataset.

For the total energy, the calculation gives -596.173191 Eh. The calculation puts the LUMO energy (alpha / beta) at 0.2 / -0.2 eV. Its HOMO-LUMO gap (alpha / beta) is 7.9 / 8.0 eV. Its energy relative to the best compared isomer or geometry (same formula, charge and spin) is 94.9 kcal/mol.

XYZ file:
```
11
Properties=species:S:1:pos:R:3:forces:R:3
C -0.066332 1.810687 -0.085623 -1.7080 2.9458 -0.3110
C -1.216270 -1.890876 0.338101 0.6182 -0.7676 -1.4855
O 1.165508 1.543723 -0.467138 -1.2231 0.9793 0.0846
F 3.522399 1.451085 -1.021449 -0.3923 -0.0385 0.1048
P 2.382957 0.605517 -0.251109 1.7608 -1.4937 0.1756
H -1.017020 -0.879349 0.571314 0.2315 1.0885 -0.1032
H -0.367449 2.910992 -0.299595 0.4975 -2.2447 0.3113
H -0.753411 1.191632 0.511367 1.0636 -0.0651 -0.3701
H -1.280481 -2.395557 1.266450 -0.9200 -0.7437 0.7668
H -0.359229 -2.357590 -0.149402 0.3076 0.3546 -0.0240
H -2.010674 -1.990262 -0.412917 -0.2358 -0.0149 0.8508
```
Positions in Å, forces in eV/Å.